Record 1
{"formula": "C10H19NO3P", "method": "wB97M-V/def2-TZVPD", "spin_multiplicity": 1, "total_charge": 1, "homo_lumo_gap_ev": [7.907, 7.892], "symbols": ["C", "C", "C", "C", "C", "C", "C", "C", "C", "C", "N", "O", "O", "O", "P", "H", "H", "H", "H", "H", "H", "H", "H", "H", "H", "H", "H", "H", "H", "H", "H", "H", "H", "H"], "positions_angstrom": [[-3.183, 0.843, -2.054], [-1.983, 0.871, -1.599], [-4.414, 0.249, -1.422], [-0.933, 0.644, 0.763], [-5.557, -0.195, -1.945], [1.943, -2.462, -0.638], [3.646, 1.468, -1.226], [-1.171, 1.074, 3.256], [0.503, -2.468, -0.420], [2.556, 1.906, -0.251], [-1.591, 0.881, 1.875], [1.635, -0.350, 1.768], [0.118, -1.100, -0.240], [1.351, 1.117, -0.505], [0.806, 0.097, 0.611], [-3.422, 1.024, -3.040], [-0.949, 1.167, -1.781], [-4.179, -0.080, -0.437], [-5.926, -0.050, -3.027], [-6.320, -0.522, -1.170], [2.400, -1.950, -1.469], [2.495, -2.060, 0.238], [2.313, -3.544, -0.904], [4.414, 0.859, -0.783], [3.273, 0.816, -1.977], [4.244, 2.241, -1.645], [-1.658, 0.327, 3.965], [-0.154, 0.881, 3.368], [-1.274, 2.038, 3.700], [0.330, -3.060, 0.459], [-0.254, -2.876, -1.217], [2.234, 2.957, -0.446], [2.666, 1.804, 0.900], [-2.691, 1.078, 1.823]], "atomic_forces_ev_per_a": [[-1.939, -2.023, 2.318], [2.286, 0.942, 1.033], [1.126, -0.498, 0.127], [-2.476, 1.233, 0.868], [-1.450, 1.098, -0.532], [3.333, -2.967, -0.989], [0.555, -0.520, 1.490], [-0.409, -2.114, 1.592], [-1.659, -0.116, -1.271], [-0.526, 0.910, 1.348], [-2.765, 0.952, -1.442], [-0.964, 1.393, -1.340], [-0.072, 1.172, 0.570], [-0.627, -1.071, 0.957], [-0.426, -2.042, -0.784], [0.461, 0.884, -2.558], [-0.643, -0.251, -0.001], [-0.285, 0.146, 0.998], [0.800, -0.235, 1.882], [1.028, -0.081, -1.403], [-0.707, 0.741, -0.687], [-0.471, -0.701, -0.227], [-0.612, 1.719, 1.069], [0.160, -0.443, 0.826], [-0.768, -0.127, -0.903], [-0.137, 1.063, -0.503], [0.214, 0.890, -1.200], [1.937, -0.574, -0.231], [-0.817, 1.015, -0.473], [-0.449, 0.018, 0.708], [1.903, 0.762, 1.100], [0.340, -0.792, 0.125], [0.899, 0.246, -2.041], [3.159, -0.629, -0.427]], "lowdin_charge": [-0.12, 0.25, -0.18, 0.01, 0.04, -0.11, -0.05, -0.05, -0.26, -0.21, -0.05, -0.24, -0.27, -0.24, 0.53, 0.11, 0.06, 0.08, 0.11, 0.09, 0.07, 0.08, 0.13, 0.08, 0.07, 0.07, 0.13, 0.05, 0.09, 0.11, 0.17, 0.13, 0.14, 0.21]}

Record 2
{"formula": "C47H60BrN5O5PRbS", "method": "wB97M-V/def2-TZVPD", "spin_multiplicity": 1, "total_charge": -2, "de_lowest_kcal_mol": 69.9, "homo_lumo_gap_ev": [4.817, 4.814], "symbols": ["Rb", "C", "C", "C", "C", "C", "C", "C", "N", "C", "C", "C", "C", "C", "C", "O", "C", "C", "C", "C", "C", "C", "C", "C", "C", "O", "C", "C", "C", "C", "C", "C", "H", "H", "H", "H", "H", "H", "H", "H", "H", "H", "H", "H", "H", "H", "H", "H", "H", "H", "H", "H", "H", "H", "H", "H", "H", "H", "H", "H", "H", "H", "H", "H", "H", "H", "H", "H", "H", "H", "H", "H", "Br", "C", "C", "C", "C", "C", "C", "N", "N", "C", "C", "C", "C", "O", "C", "N", "C", "C", "C", "C", "H", "H", "H", "H", "H", "H", "H", "H", "H", "O", "H", "H", "S", "C", "N", "C", "P", "C", "C", "O", "H", "H", "H", "H", "H", "H", "H", "H", "H"], "positions_angstrom": [[-0.111, 1.776, 0.198], [-1.783, -5.916, 2.920], [-0.820, -4.752, 3.248], [0.607, -5.179, 3.202], [-1.203, -4.345, 4.707], [-1.149, -3.625, 2.310], [-0.197, -3.127, 1.390], [-0.556, -2.005, 0.569], [0.272, -1.408, -0.311], [1.425, -2.023, -0.769], [1.436, -3.330, -1.165], [2.534, -3.826, -1.866], [3.584, -3.015, -2.056], [3.685, -1.693, -1.568], [2.475, -1.098, -1.059], [2.414, 0.045, -0.648], [5.027, -0.883, -1.672], [5.337, -0.201, -0.387], [4.845, 0.245, -2.702], [6.237, -1.741, -2.051], [2.599, -5.297, -2.276], [1.797, -5.532, -3.613], [4.091, -5.727, -2.548], [2.001, -6.176, -1.211], [-1.841, -1.285, 0.709], [-2.148, -0.291, 0.080], [-2.854, -1.857, 1.594], [-2.451, -3.037, 2.290], [-4.282, -1.392, 1.671], [-5.215, -2.179, 2.606], [-4.976, -1.405, 0.287], [-4.279, 0.061, 2.107], [-1.497, -6.756, 3.554], [-1.743, -6.195, 1.833], [-2.838, -5.610, 3.091], [0.744, -5.927, 3.921], [1.358, -4.387, 3.455], [0.767, -5.560, 2.196], [-1.156, -5.292, 5.293], [-2.205, -3.944, 4.835], [-0.487, -3.743, 5.212], [0.821, -3.472, 1.461], [0.521, -3.883, -1.103], [4.460, -3.396, -2.480], [4.584, 0.556, -0.174], [6.301, 0.287, -0.486], [5.298, -0.937, 0.426], [3.924, 0.822, -2.560], [4.727, -0.092, -3.725], [5.784, 0.980, -2.803], [6.296, -2.594, -1.439], [7.139, -1.252, -1.744], [6.183, -2.024, -3.118], [2.286, -5.148, -4.478], [0.822, -4.962, -3.565], [1.639, -6.605, -3.782], [4.454, -5.395, -3.574], [4.205, -6.809, -2.599], [4.773, -5.285, -1.819], [1.014, -5.847, -1.032], [2.533, -6.082, -0.261], [2.006, -7.203, -1.519], [-3.219, -3.559, 2.881], [-5.190, -3.158, 2.269], [-6.189, -1.697, 2.544], [-4.740, -2.106, 3.649], [-5.018, -2.450, -0.049], [-4.502, -0.712, -0.443], [-6.037, -1.185, 0.584], [-3.928, 0.103, 3.135], [-5.327, 0.453, 2.058], [-3.538, 0.619, 1.566], [3.667, 6.615, -1.396], [2.905, 7.358, 0.175], [2.248, 8.576, 0.002], [1.402, 9.016, 0.993], [1.246, 8.306, 2.152], [1.973, 7.166, 2.367], [2.816, 6.703, 1.376], [0.390, 8.857, 3.141], [-0.310, 8.191, 3.912], [-0.460, 6.732, 3.692], [-0.175, 5.848, 4.684], [-0.167, 4.525, 4.497], [-0.277, 3.961, 3.206], [-0.165, 2.749, 2.951], [-0.802, 4.865, 2.169], [-1.136, 4.318, 0.978], [-1.470, 5.129, 0.003], [-1.624, 6.556, 0.158], [-1.375, 7.132, 1.361], [-0.859, 6.262, 2.402], [2.190, 9.050, -0.988], [0.735, 9.828, 0.899], [1.810, 6.596, 3.236], [3.194, 5.721, 1.535], [0.073, 6.342, 5.581], [0.121, 3.845, 5.268], [-1.791, 4.668, -0.924], [-2.059, 7.000, -0.772], [-1.465, 8.157, 1.538], [1.332, 1.603, -2.848], [1.563, 1.091, -2.037], [0.405, 1.881, -2.823], [-8.341, 1.926, -3.082], [-7.120, 1.878, -4.234], [-6.267, 1.797, -5.039], [-2.394, 1.421, -5.006], [-2.178, 1.085, -3.255], [-3.721, 0.772, -2.547], [-1.294, -0.510, -3.175], [-1.518, 2.271, -2.588], [-2.783, 0.562, -5.556], [-1.471, 1.826, -5.479], [-3.016, 2.308, -5.056], [-4.256, 0.037, -3.115], [-4.343, 1.670, -2.625], [-3.467, 0.406, -1.549], [-1.924, -1.257, -3.636], [-1.027, -0.708, -2.100], [-0.336, -0.465, -3.644]], "atomic_forces_ev_per_a": [[0.114, -0.240, -0.042], [-0.078, 0.088, -1.063], [-1.955, 1.070, 1.108], [0.597, 1.153, -0.842], [0.057, -1.923, 0.129], [2.407, 1.371, -2.463], [-2.253, -0.723, 2.251], [1.903, 1.216, -1.819], [-0.777, -1.272, 1.491], [-1.869, 1.283, 0.197], [0.661, -1.089, -1.051], [-2.314, -2.043, 0.744], [1.872, 3.569, 1.157], [0.414, -0.867, -1.263], [1.835, -2.337, 0.196], [-0.470, 3.613, 0.607], [-1.126, 0.062, -1.265], [-0.501, 0.113, 1.259], [1.350, 1.547, -1.121], [-0.993, 0.359, -0.818], [0.912, 0.017, -1.893], [-1.041, 0.412, 1.298], [-0.269, 0.574, -1.310], [0.889, 0.217, 0.446], [-1.166, -0.721, 0.984], [0.536, 1.193, -1.144], [1.154, -4.374, 1.934], [-1.750, 1.949, -0.828], [-0.281, 1.021, -0.867], [2.246, 2.212, 1.531], [-0.530, -0.481, 0.657], [-0.587, 0.142, 0.973], [-0.336, -0.221, -0.108], [0.224, 0.079, 0.932], [0.686, -0.340, 0.174], [0.314, -1.456, 0.934], [-0.799, -0.390, -0.434], [0.592, -0.194, -0.019], [-0.271, 0.386, -0.196], [0.020, 0.131, -0.202], [0.661, 1.054, 0.042], [0.097, 0.066, -0.444], [-0.302, -0.348, 0.292], [1.089, -0.537, -0.714], [0.023, -0.019, 0.100], [0.296, 0.019, 0.326], [0.386, 0.257, 0.106], [0.397, 0.105, 0.503], [0.074, -0.661, -0.269], [-1.898, -1.440, 0.694], [-0.355, -1.613, 0.659], [0.653, 0.821, -0.615], [0.452, 0.085, 0.503], [0.704, 0.440, -0.559], [0.758, -0.914, 0.062], [-0.210, 0.161, 0.065], [-0.521, -0.056, 1.197], [-0.149, -0.155, 0.368], [-0.040, -0.354, 0.104], [-1.308, 0.023, 0.266], [0.126, -0.014, -0.038], [-0.080, -0.681, -0.136], [0.410, 0.462, -0.202], [-0.571, -2.152, -0.358], [-0.023, -0.315, 0.324], [-1.109, -0.251, -1.180], [0.239, 0.244, -0.444], [-0.792, -0.696, 0.607], [0.822, 0.401, -1.081], [-0.175, 0.111, 0.448], [1.024, 0.058, -0.091], [-0.268, 0.538, -0.569], [0.301, -0.202, 0.284], [-0.233, 0.993, -0.743], [-0.587, -0.211, -0.893], [0.222, -0.199, -0.026], [-0.290, -0.238, 0.735], [0.659, 0.191, -0.745], [-0.368, -0.621, 0.248], [-0.138, 0.909, 0.213], [-0.134, -1.803, 0.396], [-0.508, 2.045, -1.762], [-0.457, 2.129, 0.134], [0.924, -2.011, -0.386], [-1.680, -0.051, -0.312], [0.618, -0.847, -0.088], [0.597, 0.954, 0.030], [0.088, 0.515, -0.477], [-0.650, 0.606, 0.731], [-0.681, -1.319, -1.529], [0.947, -2.334, 0.214], [-0.394, 0.392, -0.099], [0.382, -0.183, 0.531], [-0.321, 1.127, -0.470], [0.095, -0.610, 0.854], [0.699, -0.533, -0.179], [0.295, 0.067, 1.451], [0.069, -0.317, 0.539], [0.221, -0.033, -0.181], [0.563, 0.310, 1.199], [-0.281, 1.430, 0.223], [0.554, -0.300, 0.297], [-0.260, 0.319, -0.585], [-0.218, 0.020, 0.296], [0.369, 0.046, -0.355], [0.335, -0.245, -0.334], [-0.615, 0.147, 0.698], [0.721, 0.687, -0.427], [1.739, 0.613, -0.630], [-0.917, 0.033, 0.172], [0.039, 0.773, 1.556], [0.461, -0.601, 0.078], [-0.157, 0.316, -0.043], [-0.144, -0.813, 0.495], [-0.810, -0.223, -0.101], [-0.327, -0.694, -0.220], [0.137, -0.045, 0.518], [-0.475, 0.386, -0.013], [-0.125, -0.432, 0.083], [-0.708, -0.077, -0.874], [0.615, 0.186, -0.724]], "lowdin_charge": [0.90, -0.05, -0.57, -0.06, -0.04, -0.17, 0.06, -0.15, 0.17, -0.20, 0.01, -0.20, -0.01, -0.03, -0.38, -0.06, -0.54, -0.08, -0.05, -0.06, -0.52, -0.04, -0.06, -0.07, -0.32, -0.06, -0.05, 0.05, -0.57, -0.06, -0.02, -0.04, 0.08, 0.10, 0.08, 0.06, 0.11, 0.09, 0.09, 0.08, 0.07, 0.10, 0.12, 0.07, 0.08, 0.08, 0.10, 0.07, 0.07, 0.12, 0.06, 0.07, 0.09, 0.06, 0.10, 0.07, 0.10, 0.07, 0.07, 0.05, 0.10, 0.07, 0.09, 0.05, 0.08, 0.11, 0.09, 0.07, 0.09, 0.09, 0.11, 0.07, 0.72, -0.68, -0.14, -0.05, -0.30, -0.01, -0.10, 0.03, 0.07, -0.27, -0.11, -0.04, -0.43, -0.13, -0.16, 0.02, -0.14, -0.05, -0.02, -0.11, 0.10, 0.10, 0.10, 0.11, 0.10, 0.10, 0.10, 0.11, 0.08, -0.11, -0.02, -0.04, 0.21, -1.09, -0.06, -0.18, 0.53, -0.17, -0.15, -0.43, 0.05, 0.06, 0.04, 0.06, 0.08, 0.02, 0.05, 0.04, 0.04]}

Number 1: total energy -1013.8186 Ha. Number 2: total energy -5814.6390 Ha.